Entry 1:
36
Properties=species:S:1:pos:R:3 method="wB97M-V/def2-TZVPD" total_energy_ev=-47249.9198 orbital_gap_ev=8.050 homo_energy_ha=-0.3178
C 4.07030 2.06537 0.10164
N 4.27633 0.62325 0.00642
C 3.27774 -0.19829 -0.01161
N 3.66840 -1.53863 -0.02112
N 4.96541 -1.58677 -0.15935
C 5.19722 -0.23191 0.04704
C 6.53668 0.29740 0.15049
F 7.55165 -0.48165 -0.15131
F 6.79382 1.23555 0.96260
F 6.86417 1.17178 -1.09786
S 1.37544 0.32276 0.04931
C 0.71458 -1.49139 -0.07287
C -0.64756 -1.69604 -0.09604
N -1.19939 -0.27146 0.05477
C -2.60180 -0.29988 -0.12240
C -3.26796 0.94197 0.13159
C -4.54207 0.90642 0.04569
C -5.41067 -0.13857 0.06140
C -4.68175 -1.22041 -0.08431
C -3.42367 -1.39375 0.10976
C -2.80326 -2.76266 -0.09901
O -3.43168 -3.73513 0.13674
N -1.36770 -2.57382 0.06107
H -0.93284 -3.52420 0.17855
H -5.37580 -2.06252 -0.27247
H -6.36272 0.05354 -0.03916
C -5.25155 2.20216 -0.00865
O -6.42072 2.69415 -0.04247
O -4.49448 3.38806 0.10968
H -4.87967 4.21734 0.06923
H -2.56424 1.96468 -0.03413
H 1.18337 -2.11998 -0.97856
H 1.23005 -2.05126 0.94005
H 4.46984 2.35186 -0.89724
H 2.93165 2.26736 0.03321
H 4.55290 2.67465 0.93934

***

Entry 2:
13
Properties=species:S:1:pos:R:3 method="wB97M-V/def2-TZVPD" smiles="C[C@H]1CN1C=O" total_energy_ev=-7797.2998 orbital_gap_ev=10.845 homo_energy_ha=-0.3643 de_lowest_kcal_mol=54.1
C 1.01526 1.64853 -0.09969
C 0.27944 0.36200 -0.48063
C 0.49408 -1.10260 -0.22741
N -0.47217 -0.37871 0.54267
C -1.69240 -1.03910 0.70239
O -1.98705 -2.11479 0.23332
H 0.30924 2.48140 -0.22015
H 1.85267 1.87337 -0.77469
H 1.38528 1.68759 0.92862
H -0.18862 0.47688 -1.45957
H 0.03463 -1.73345 -0.99120
H 1.25514 -1.60143 0.36603
H -2.28551 -0.55969 1.48030